{
  "formula": "C30H33As2MnNS4Sb",
  "method": "the ωB97M-V functional and the def2-TZVPD basis",
  "total_energy_ha": -8672.6672,
  "multiplicity": 1,
  "total_charge": 2,
  "lumo_ev": [-7.1, -7.1],
  "homo_lumo_gap_ev": [6.73, 6.72],
  "elements": ["Mn", "C", "C", "As", "C", "C", "C", "C", "C", "C", "C", "C", "C", "C", "C", "C", "As", "C", "C", "C", "C", "C", "C", "C", "C", "C", "C", "C", "C", "H", "H", "H", "H", "H", "H", "H", "H", "H", "H", "H", "H", "H", "H", "H", "H", "H", "H", "H", "H", "H", "H", "H", "H", "S", "Sb", "S", "S", "S", "C", "C", "C", "C", "N", "H", "H", "H", "H", "H", "H", "H", "H", "H"],
  "coordinates": [[-1.11799, -0.54174, 0.16908], [1.84072, -1.30322, 1.40001], [2.23070, -1.35682, -0.07576], [0.64090, -1.39967, -1.22160], [1.05371, -0.30025, -2.73927], [0.00523, 0.19416, -3.50893], [0.27748, 0.95741, -4.63362], [1.59390, 1.22718, -4.98583], [2.63828, 0.72668, -4.22222], [2.37272, -0.04209, -3.09674], [0.48201, -3.19851, -1.87277], [-0.73909, -3.86063, -1.85737], [-0.82724, -5.14362, -2.38106], [0.29834, -5.75419, -2.91261], [1.51577, -5.08561, -2.93387], [1.61185, -3.80346, -2.41817], [0.56488, 0.15848, 1.65413], [1.56586, 1.74012, 1.26960], [2.25835, 2.38219, 2.29227], [3.07317, 3.46170, 1.98280], [3.20259, 3.88504, 0.66712], [2.51508, 3.23698, -0.35089], [1.69067, 2.16336, -0.05114], [0.03683, 0.20474, 3.48560], [0.16797, -0.93075, 4.27847], [-0.25365, -0.89151, 5.59955], [-0.80539, 0.27177, 6.11815], [-0.93920, 1.40141, 5.32198], [-0.52092, 1.37193, 4.00044], [2.70637, -1.12262, 2.03848], [1.36418, -2.23219, 1.71584], [2.84377, -2.23374, -0.28026], [2.79859, -0.46854, -0.35496], [-1.02146, -0.02717, -3.24222], [-0.53401, 1.33574, -5.24123], [1.80604, 1.82209, -5.86396], [3.66290, 0.92900, -4.50396], [3.19884, -0.43208, -2.51475], [-1.61990, -3.38179, -1.44903], [-1.77541, -5.66409, -2.37642], [0.22806, -6.75453, -3.31800], [2.38976, -5.56204, -3.35686], [2.56234, -3.28395, -2.45772], [2.16334, 2.05239, 3.31921], [3.60889, 3.97151, 2.77199], [3.84117, 4.72667, 0.43461], [2.61677, 3.56980, -1.37547], [1.14038, 1.67276, -0.84734], [0.60234, -1.84169, 3.88606], [-0.14256, -1.76684, 6.22517], [-1.12998, 0.29943, 7.14965], [-1.36575, 2.30720, 5.73130], [-0.60788, 2.26254, 3.38812], [-4.91818, -3.41929, 1.77375], [-5.48239, -1.72310, 3.53247], [-2.08866, -2.03501, 1.07637], [-2.92634, -3.67144, 1.95902], [-3.51550, -0.85458, 3.93492], [-3.37671, 1.66371, -1.87276], [-2.43488, 1.96765, -0.70619], [-1.45013, 3.08645, -1.05335], [-3.20728, 2.27522, 0.57959], [-1.65733, 0.76595, -0.44738], [-3.97852, 2.55024, -2.07190], [-4.04536, 0.83737, -1.63293], [-2.81983, 1.41975, -2.77662], [-2.02804, 3.98009, -1.28833], [-0.84606, 2.82504, -1.92307], [-0.79132, 3.30650, -0.21445], [-3.79931, 3.17709, 0.42454], [-2.52581, 2.44390, 1.41344], [-3.87868, 1.45551, 0.83729]]
}

---

{
  "formula": "C30H33AsN5O4STl",
  "method": "the ωB97M-V functional and the def2-TZVPD basis",
  "total_energy_ha": -4544.1202,
  "multiplicity": 1,
  "e_above_lowest_ev": 0.000,
  "lumo_ev": -1.0,
  "homo_lumo_gap_ev": 6.82,
  "elements": ["Tl", "O", "N", "O", "C", "C", "C", "C", "C", "C", "N", "C", "C", "N", "C", "C", "C", "C", "H", "H", "H", "H", "H", "H", "H", "C", "C", "C", "C", "C", "C", "C", "S", "O", "O", "N", "C", "C", "C", "C", "C", "N", "H", "H", "H", "H", "H", "H", "H", "H", "H", "H", "H", "C", "C", "As", "C", "C", "C", "C", "H", "H", "H", "H", "H", "H", "H", "H", "H", "H", "H", "H", "H", "H", "H"],
  "coordinates": [[1.40504, 1.02918, -0.11045], [3.96551, -5.03587, 5.11446], [3.46227, -4.92824, 4.01570], [3.28244, -5.84522, 3.23998], [3.00117, -3.58494, 3.61115], [2.48587, -2.82307, 4.59373], [1.94172, -1.53675, 4.29225], [1.33624, -0.74038, 5.27927], [0.80087, 0.46961, 4.92366], [0.88443, 0.86088, 3.57924], [1.45423, 0.13996, 2.63934], [1.98526, -1.05313, 2.97704], [2.60409, -1.86670, 1.93626], [2.66788, -1.34905, 0.69687], [3.17699, -2.07440, -0.27588], [3.69218, -3.35982, -0.06963], [3.65637, -3.89900, 1.18802], [3.08777, -3.15391, 2.23901], [2.46675, -3.19617, 5.60839], [1.29810, -1.09281, 6.30257], [0.32288, 1.11289, 5.64874], [0.45487, 1.80421, 3.25730], [3.15968, -1.64210, -1.27054], [4.10245, -3.91266, -0.90267], [4.04116, -4.88951, 1.36976], [1.76852, 4.80137, -4.56747], [1.53117, 3.35771, -4.21849], [0.23429, 2.87324, -4.03386], [0.01063, 1.54015, -3.74509], [1.08945, 0.67003, -3.63339], [2.38132, 1.12757, -3.81573], [2.59315, 2.47056, -4.10589], [0.78135, -1.01697, -3.17926], [-0.43108, -1.44164, -3.84384], [1.99557, -1.75272, -3.46281], [0.58197, -0.81891, -1.60968], [-0.15040, -1.64437, -0.80960], [-0.67072, -2.90895, -1.16240], [-1.35368, -3.63187, -0.21482], [-1.50609, -3.12508, 1.07709], [-0.95342, -1.89075, 1.33843], [-0.31058, -1.15541, 0.43107], [0.98352, 5.43994, -4.16292], [1.78022, 4.93911, -5.65071], [2.72632, 5.14742, -4.17979], [-0.60786, 3.54994, -4.12262], [-0.99548, 1.16190, -3.61392], [3.20421, 0.42976, -3.73502], [3.60391, 2.83460, -4.24932], [-0.52885, -3.28262, -2.16516], [-1.76137, -4.60178, -0.47182], [-2.02664, -3.67419, 1.84861], [-1.02098, -1.45813, 2.33382], [-2.55889, 4.49998, 0.18766], [-2.88046, 3.30438, -0.70130], [-1.97461, 1.67456, -0.06234], [-2.82204, 0.29590, -1.20070], [-4.05021, 0.70559, -2.00529], [-2.96244, 1.38823, 1.61937], [-4.48028, 1.32881, 1.51497], [-2.99849, 5.41736, -0.20740], [-1.48103, 4.65354, 0.27099], [-2.94876, 4.35892, 1.19811], [-2.51357, 3.47140, -1.71695], [-3.95760, 3.15348, -0.77712], [-3.05663, -0.53723, -0.53317], [-2.04701, -0.06792, -1.87622], [-4.87115, 1.04368, -1.37225], [-4.41037, -0.14439, -2.58876], [-3.82160, 1.50752, -2.70924], [-2.65214, 2.18239, 2.30314], [-2.56854, 0.45422, 2.02347], [-4.89131, 2.25119, 1.10114], [-4.93587, 1.18027, 2.49658], [-4.80170, 0.50520, 0.87639]]
}

---

{
  "formula": "C30H33BClFeN8O2",
  "method": "the ωB97M-V functional and the def2-TZVPD basis",
  "total_energy_ha": -3500.3738,
  "multiplicity": 1,
  "e_above_lowest_ev": 0.270,
  "total_charge": -1,
  "lumo_ev": 2.1,
  "homo_lumo_gap_ev": 4.08,
  "elements": ["Fe", "C", "C", "N", "N", "C", "O", "C", "C", "C", "C", "C", "C", "C", "C", "C", "C", "C", "N", "H", "H", "H", "H", "H", "H", "H", "H", "H", "H", "H", "H", "B", "N", "C", "C", "C", "N", "N", "C", "C", "C", "N", "H", "H", "H", "H", "H", "H", "H", "H", "C", "N", "C", "C", "O", "H", "H", "H", "H", "H", "H", "H", "Cl", "C", "C", "C", "C", "C", "C", "C", "H", "H", "H", "H", "H", "H"],
  "coordinates": [[-0.85280, -0.78686, -0.55889], [1.24309, -2.24662, 2.83786], [0.27150, -1.67393, 1.85934], [0.41674, -1.73645, 0.58498], [1.52861, -2.28118, 0.01013], [1.38602, -2.20222, -1.31469], [0.37643, -1.76605, -1.93153], [2.55388, -2.67604, -2.12127], [2.38960, -2.87808, -3.48739], [3.46223, -3.28393, -4.26742], [4.70963, -3.47819, -3.68910], [4.87888, -3.27136, -2.32588], [3.80432, -2.87580, -1.54301], [-0.96644, -0.97736, 2.26874], [-1.33943, -0.75420, 3.58510], [-2.54661, -0.12670, 3.84163], [-3.35888, 0.24024, 2.78337], [-2.91360, -0.00385, 1.49501], [-1.74556, -0.58231, 1.24684], [2.21807, -2.34219, 2.36582], [0.92232, -3.24438, 3.14975], [1.32759, -1.62426, 3.72790], [1.41230, -2.70290, -3.91737], [3.32640, -3.44548, -5.32955], [5.54792, -3.79277, -4.29847], [5.85117, -3.42022, -1.87235], [3.91541, -2.71557, -0.47905], [-0.68876, -1.04986, 4.39493], [-2.84302, 0.08456, 4.86050], [-4.30837, 0.73052, 2.94294], [-3.48988, 0.28640, 0.62495], [-3.88732, -0.91595, -2.48438], [-3.29627, -2.14946, -1.72876], [-3.90955, -3.34139, -1.71114], [-3.20185, -4.19795, -0.88971], [-2.13948, -3.41949, -0.43248], [-2.21441, -2.19106, -0.94293], [-2.93134, 0.31084, -2.47817], [-3.18410, 1.40645, -3.20476], [-2.36468, 2.43034, -2.76926], [-1.61348, 1.85470, -1.74593], [-1.95952, 0.57598, -1.58301], [-4.08913, -1.22963, -3.63700], [-4.92623, -0.60952, -1.92811], [-4.80760, -3.49005, -2.28685], [-3.42093, -5.22651, -0.66274], [-1.32339, -3.67605, 0.22303], [-3.95296, 1.38421, -3.95914], [-2.32241, 3.44394, -3.12725], [-0.86487, 2.29535, -1.10820], [4.18730, 1.11331, -0.72880], [2.81663, 0.96665, -1.15992], [2.56343, 0.91374, -2.58808], [1.82787, 0.78232, -0.27828], [0.66054, 0.61386, -0.59770], [4.61877, 2.03043, -1.13537], [4.78622, 0.26358, -1.06757], [4.22611, 1.16328, 0.35788], [2.92606, 1.82906, -3.06051], [1.49387, 0.81020, -2.75075], [3.07600, 0.05548, -3.02877], [2.14608, 0.82121, 0.77100], [-0.57806, 7.50145, 5.21360], [-0.48344, 6.00861, 4.28276], [0.69221, 5.26453, 4.26254], [0.77146, 4.09677, 3.53864], [-0.32996, 3.57709, 2.77049], [-0.26261, 2.40240, 2.04457], [-1.51666, 4.39072, 2.83263], [-1.58395, 5.55698, 3.55955], [1.55219, 5.61163, 4.82500], [1.70285, 3.53782, 3.54662], [-1.12002, 2.02614, 1.50631], [0.64087, 1.80410, 2.05042], [-2.39066, 4.06718, 2.27558], [-2.50229, 6.13379, 3.57117]]
}